1.
The following is a DFT calculation (wB97M-V/def2-TZVPD) of a cluster of 2 separate species, C4H12NO4 in total.

Calculated values
LUMO energy = -3.915 eV
Energy above the lowest of the compared OMol25 structures with the same formula, charge and spin = 0.4132 eV
Frontier orbital gap = 10.22 eV
Electronic energy = -515.0810 a.u.

Structure (ORCA input):
```
! RIJCOSX wB97M-V def2-TZVPD def2/J DEFGRID3
* xyz 1 1
O -1.350 -0.055 1.321
C -0.484 -0.841 1.105
O -0.444 -2.079 1.673
C 0.810 -0.644 0.329
C 0.867 0.551 -0.630
C -0.372 0.614 -1.533
O 1.092 1.693 0.142
N 1.014 -1.930 -0.492
H -1.319 -2.445 1.846
H 1.619 -0.587 1.058
H 1.754 0.566 -1.272
H -0.151 0.327 -2.567
H -0.753 1.631 -1.623
H -1.230 -0.002 -1.252
H 0.290 2.188 0.439
H 1.789 -1.876 -1.157
H 0.155 -2.145 -0.997
H 1.244 -2.660 0.182
H -1.778 1.926 0.780
H -1.479 3.021 1.775
O -1.273 2.747 0.873
*
```

Here are the natural (NBO) charges for atoms 1 to 6, given in e: -0.520 0.776 -0.714 -0.158 0.074 -0.687

***

2.
The following is a DFT calculation (wB97M-V/def2-TZVPD) of a cluster of 2 separate species, C4H12NOP in total.

Calculated values
LUMO energy = 0.992 eV
Energy above the lowest of the compared OMol25 structures with the same formula, charge and spin = 2.8128 eV
SMILES = CCP(N)O.C=C
Frontier orbital gap = 9.55 eV
Electronic energy = -630.9172 a.u.

Structure (ORCA input):
```
! RIJCOSX wB97M-V def2-TZVPD def2/J DEFGRID3
* xyz 0 1
C 0.508 -2.441 1.277
C -0.476 -2.122 0.088
P -0.410 -0.369 -0.450
N -1.652 -0.541 -1.665
O -1.224 0.214 0.847
H 0.288 -1.759 2.108
H 0.223 -3.390 1.572
H 1.549 -2.449 1.004
H -1.515 -2.427 0.303
H -0.014 -2.677 -0.885
H -2.118 -1.442 -1.571
H -1.925 0.160 -2.357
H -1.157 1.135 1.016
C 0.806 3.431 -0.325
C 1.835 2.582 -0.029
H 1.022 4.336 -1.028
H -0.244 3.296 -0.133
H 2.780 2.754 -0.345
H 1.723 1.707 0.575
*
```

Here are the natural (NBO) charges for atoms 1 to 6, given in e: -0.608 -0.749 1.208 -1.202 -1.007 0.213

***

3.
The following is a DFT calculation (wB97M-V/def2-TZVPD) of a cluster of 2 separate species, C4H12NOS in total.

Calculated values
LUMO energy = 3.236 eV
Energy above the lowest of the compared OMol25 structures with the same formula, charge and spin = 1.5634 eV
Frontier orbital gap = 5.52 eV
Electronic energy = -687.7706 a.u.

Structure (ORCA input):
```
! RIJCOSX wB97M-V def2-TZVPD def2/J DEFGRID3
* xyz -1 1
C -1.328 0.898 -0.130
C -2.395 0.492 -1.133
S -2.964 1.866 -2.229
C -0.383 -0.353 0.205
N 1.004 0.076 0.362
C 1.817 0.237 -0.837
H -0.642 1.600 -0.612
H -1.766 1.394 0.748
H -3.288 0.159 -0.590
H -1.981 -0.209 -1.873
H -0.663 -0.759 1.183
H -0.505 -0.965 -0.678
H 1.158 0.760 1.075
H 1.234 0.697 -1.633
H 2.261 -0.755 -1.092
H 2.818 0.648 -0.651
H 1.887 -2.608 2.279
H 1.573 -1.235 2.686
O 2.164 -1.945 2.920
*
```

Here are the natural (NBO) charges for atoms 1 to 6, given in e: -0.430 -0.537 -0.746 -0.226 -0.678 -0.428

***

4.
The following is a DFT calculation (wB97M-V/def2-TZVPD) of a cluster of 2 separate species, C4H12NOS in total.

Calculated values
LUMO energy = 3.650 eV
Energy above the lowest of the compared OMol25 structures with the same formula, charge and spin = 1.1162 eV
Frontier orbital gap = 6.44 eV
Electronic energy = -687.7870 a.u.

Structure (ORCA input):
```
! RIJCOSX wB97M-V def2-TZVPD def2/J DEFGRID3
* xyz -1 1
C 0.448 -2.679 0.565
N 0.175 -1.652 -0.407
C 0.143 -0.291 0.239
C 0.087 0.716 -0.927
S 0.131 2.489 -0.409
C 1.089 0.082 1.412
H 1.356 -2.443 1.122
H -0.364 -2.726 1.286
H 0.369 -3.552 -0.011
H 0.854 -1.678 -1.070
H -0.834 -0.277 0.817
H 0.881 0.497 -1.690
H -0.966 0.556 -1.360
H 0.798 -0.219 2.435
H 1.193 1.162 1.417
H 2.061 -0.354 1.191
H -1.756 3.157 -1.516
H -3.201 3.415 -1.344
O -2.465 3.796 -1.750
*
```

Here are the natural (NBO) charges for atoms 1 to 6, given in e: -0.418 -0.615 -0.064 -0.527 -0.697 -0.664

***

5.
The following is a DFT calculation (wB97M-V/def2-TZVPD) of an isolated molecule of C4H12NOS.

Calculated values
LUMO energy (spin up / spin down) = 0.667 / 0.497 eV
Energy above the lowest of the compared OMol25 structures with the same formula, charge and spin = 3.4670 eV
Frontier orbital gap (spin up / spin down) = 4.10 / 9.99 eV
Electronic energy = -687.6083 a.u.

Structure (ORCA input):
```
! RIJCOSX wB97M-V def2-TZVPD def2/J DEFGRID3
* xyz 0 2
C 0.066 0.876 -1.086
O -0.909 1.378 -2.004
C -0.671 -0.126 -0.131
C 0.204 -0.401 1.088
C 1.783 -0.585 0.851
S 2.140 -1.349 -0.771
N -2.061 0.192 0.304
H 0.801 0.371 -1.766
H 0.611 1.661 -0.517
H -0.565 2.249 -2.108
H -0.766 -1.069 -0.744
H 0.044 0.500 1.577
H -0.164 -1.124 1.832
H 2.142 0.433 0.859
H 2.175 -1.042 1.722
H 2.140 -2.540 -0.254
H -2.645 0.552 -0.463
H -2.055 0.830 1.124
H -2.271 -0.805 0.486
*
```

Here are the natural (NBO) charges for atoms 1 to 6, given in e: -0.109 -0.728 -0.184 -0.461 -0.516 -0.032

***

6.
The following is a DFT calculation (wB97M-V/def2-TZVPD) of a cluster of 2 separate species, C4H12NOS in total.

Calculated values
LUMO energy (spin up / spin down) = -7.001 / -5.066 eV
Energy above the lowest of the compared OMol25 structures with the same formula, charge and spin = 4.4836 eV
Frontier orbital gap (spin up / spin down) = 6.22 / 8.77 eV
Electronic energy = -687.3807 a.u.

Structure (ORCA input):
```
! RIJCOSX wB97M-V def2-TZVPD def2/J DEFGRID3
* xyz 1 1
C 1.530 -1.042 0.250
C 1.738 0.998 -1.073
C -0.744 0.563 1.965
C -2.588 -1.075 -1.176
N 1.041 0.275 -0.050
O -0.856 1.925 -0.312
S -0.609 0.588 0.129
H 2.417 -0.961 0.885
H 0.776 -1.617 0.781
H 1.821 -1.578 -0.657
H 1.755 0.456 -2.023
H 1.260 1.965 -1.213
H 2.771 1.154 -0.758
H -0.120 1.365 2.348
H -0.441 -0.400 2.356
H -1.784 0.758 2.212
H -1.911 -1.812 -1.561
H -2.903 -0.269 -1.810
H -3.155 -1.291 -0.291
*
```

Here are the natural (NBO) charges for atoms 1 to 6, given in e: -0.436 -0.445 -0.792 -0.340 -0.547 -0.857

***

7.
The following is a DFT calculation (wB97M-V/def2-TZVPD) of the ion C4H12NOS with charge +1.

Calculated values
LUMO energy = -3.448 eV
Energy above the lowest of the compared OMol25 structures with the same formula, charge and spin = 2.5615 eV
SMILES = [NH3+][C@H](CO)CCS
Frontier orbital gap = 9.15 eV
Electronic energy = -687.4514 a.u.

Structure (ORCA input):
```
! RIJCOSX wB97M-V def2-TZVPD def2/J DEFGRID3
* xyz 1 1
N -1.147 -1.070 -1.267
C -0.540 -0.345 -0.190
C -0.009 0.940 -0.779
O -0.976 1.386 -1.780
C 0.442 -1.148 0.597
C 1.390 -0.113 1.443
S 0.114 0.738 2.433
H -1.326 -2.092 -1.119
H -1.960 -0.698 -1.723
H -0.548 -0.833 -2.100
H -1.235 0.171 0.569
H 0.154 1.694 0.101
H 0.953 0.855 -1.312
H -1.207 2.372 -1.655
H 1.233 -1.642 -0.013
H -0.218 -1.946 0.948
H 2.267 0.459 1.172
H 1.977 -0.723 2.267
H 0.637 1.998 2.408
*
```

Here are the natural (NBO) charges for atoms 1 to 6, given in e: -0.677 -0.147 -0.106 -0.779 -0.436 -0.568

***

8.
The following is a DFT calculation (wB97M-V/def2-TZVPD) of the ion C4H12NP2 with charge +1.

Calculated values
LUMO energy (spin up / spin down) = -4.636 / -3.821 eV
Energy above the lowest of the compared OMol25 structures with the same formula, charge and spin = 2.8794 eV
Frontier orbital gap (spin up / spin down) = 7.69 / 8.64 eV
Electronic energy = -896.6616 a.u.

Structure (ORCA input):
```
! RIJCOSX wB97M-V def2-TZVPD def2/J DEFGRID3
* xyz 1 1
C -0.628 -0.320 1.530
C -0.696 -0.976 -0.864
C -1.337 -0.131 0.251
C 1.597 -0.504 -0.050
N 0.657 -0.420 -1.167
P -1.362 1.701 -0.274
P 2.815 0.806 0.085
H -0.395 0.518 2.161
H -0.545 -1.304 1.952
H -0.578 -2.013 -0.540
H -1.304 -0.950 -1.772
H -2.373 -0.489 0.355
H 1.916 -1.520 0.148
H 1.022 -0.885 -2.007
H 0.520 0.585 -1.380
H -2.150 2.112 0.797
H -2.458 1.561 -1.125
H 3.321 0.419 1.317
H 1.979 1.812 0.582
*
```

Here are the natural (NBO) charges for atoms 1 to 6, given in e: -0.240 -0.216 -0.564 -0.359 -0.571 0.242

***

9.
The following is a DFT calculation (wB97M-V/def2-TZVPD) of an isolated molecule of C4H12NPS2.

Calculated values
LUMO energy = -0.584 eV
Energy above the lowest of the compared OMol25 structures with the same formula, charge and spin = 2.2225 eV
SMILES = CC[P@@](=S)(NC)SC
Frontier orbital gap = 7.97 eV
Electronic energy = -1352.0581 a.u.

Structure (ORCA input):
```
! RIJCOSX wB97M-V def2-TZVPD def2/J DEFGRID3
* xyz 0 1
C -1.804 0.176 1.396
C -0.450 -0.228 2.072
P 0.718 -0.633 0.690
S 2.190 -1.942 1.089
N -0.270 -1.243 -0.600
C 0.259 -2.339 -1.401
S 1.202 1.890 0.098
C 1.658 2.731 1.631
H -2.506 0.381 2.180
H -1.574 1.095 0.728
H -2.162 -0.571 0.753
H -0.448 -1.016 2.786
H 0.037 0.662 2.610
H -0.837 -0.594 -1.147
H 1.100 -2.881 -0.952
H -0.524 -3.079 -1.451
H 0.527 -2.066 -2.388
H 2.302 3.708 1.664
H 2.240 2.013 2.201
H 0.808 3.182 2.160
*
```

Here are the natural (NBO) charges for atoms 1 to 6, given in e: -0.623 -0.742 1.314 -0.513 -0.955 -0.427

***

10.
The following is a DFT calculation (wB97M-V/def2-TZVPD) of the ion C4H12NS with charge +2.

Calculated values
LUMO energy (spin up / spin down) = -10.501 / -12.536 eV
Energy above the lowest of the compared OMol25 structures with the same formula, charge and spin = 5.1399 eV
Frontier orbital gap (spin up / spin down) = 9.32 / 7.30 eV
Electronic energy = -611.6384 a.u.

Structure (ORCA input):
```
! RIJCOSX wB97M-V def2-TZVPD def2/J DEFGRID3
* xyz 2 2
C 0.706 -0.850 -1.187
C -0.572 -0.057 -0.723
C -0.287 1.109 0.232
S 0.263 0.600 1.911
C -1.271 -0.071 2.502
N 1.680 0.122 -1.757
H 0.786 -1.797 -0.530
H 0.425 -1.457 -2.090
H -1.345 -0.676 -0.297
H -0.844 0.505 -1.615
H -1.102 1.757 0.523
H 0.660 1.618 -0.078
H -1.288 -1.133 2.237
H -2.040 0.490 1.998
H -1.257 0.009 3.591
H 1.472 0.437 -2.706
H 1.371 -0.412 -0.264
H 2.642 -0.197 -1.748
*
```

Here are the natural (NBO) charges for atoms 1 to 6, given in e: -0.742 -0.408 -0.569 0.878 -0.806 -0.787

***

11.
The following is a DFT calculation (wB97M-V/def2-TZVPD) of an isolated molecule of C4H12NS2.

Calculated values
LUMO energy (spin up / spin down) = 0.640 / 0.500 eV
Energy above the lowest of the compared OMol25 structures with the same formula, charge and spin = 2.9945 eV
Frontier orbital gap (spin up / spin down) = 4.15 / 9.68 eV
Electronic energy = -1010.5614 a.u.

Structure (ORCA input):
```
! RIJCOSX wB97M-V def2-TZVPD def2/J DEFGRID3
* xyz 0 2
N 2.871 -0.910 0.716
C 1.746 -1.520 1.519
C 0.314 -1.138 1.068
S 0.022 -1.368 -0.684
S -0.576 0.363 -1.511
C -2.360 0.804 -1.286
C -2.245 2.309 -1.656
H 2.839 -1.044 -0.301
H 2.812 0.054 0.807
H 3.772 -1.113 1.179
H 1.785 -1.315 2.601
H 2.055 -2.603 1.426
H 0.180 -0.026 1.479
H -0.464 -1.734 1.705
H -3.119 0.315 -1.843
H -2.805 0.708 -0.252
H -2.355 2.492 -2.684
H -1.330 2.804 -1.088
H -3.140 2.921 -1.195
*
```

Here are the natural (NBO) charges for atoms 1 to 6, given in e: -1.083 -0.353 -0.618 0.107 0.085 -0.539

***

12.
The following is a DFT calculation (wB97M-V/def2-TZVPD) of a cluster of 2 separate species, C4H12O in total.

Calculated values
LUMO energy = 0.858 eV
Energy above the lowest of the compared OMol25 structures with the same formula, charge and spin = 0.8102 eV
SMILES = CCC.CO
Frontier orbital gap = 11.33 eV
Electronic energy = -234.8028 a.u.

Structure (ORCA input):
```
! RIJCOSX wB97M-V def2-TZVPD def2/J DEFGRID3
* xyz 0 1
C -2.588 1.714 -0.762
C -1.345 0.917 -0.339
C -1.109 -0.262 -1.277
H -2.503 2.098 -1.781
H -2.735 2.614 -0.164
H -3.392 0.979 -0.781
H -1.432 0.545 0.678
H -0.460 1.556 -0.434
H -0.303 -0.851 -0.820
H -1.950 -0.961 -1.217
H -0.870 -0.078 -2.319
C 3.224 -1.176 1.310
O 3.007 -2.393 1.939
H 2.459 -0.407 1.433
H 4.184 -0.709 1.542
H 3.259 -1.299 0.227
H 2.554 -2.287 2.766
*
```

Here are the natural (NBO) charges for atoms 1 to 6, given in e: -0.609 -0.391 -0.609 0.200 0.209 0.202